Density functional theory data (ωB97M-V with the def2-TZVPD basis set) for an isolated ion of composition C7H18NP2S and charge +1 in a non-equilibrium geometry.

SMILES: C=CCS[C@@]1([NH3+])C[PH2]1PCC
Energy (Eh): -1412.7022
E_HOMO (eV): -11.975
Charge: +1
ΔE to the lowest compared entry with this formula, charge and spin (kJ/mol): 241.8
Multiplicity: 1

Last column: Löwdin charge in e.
Element x y z (Å)
S: 1.529 0.416 -0.947  0.882
P: -2.717 -1.018 -0.214  0.795
P: -1.304 0.578 0.359  0.678
N: 0.853 -2.017 -0.203  0.094
C: 2.918 0.700 0.345  -0.394
C: -4.276 1.142 -0.852  -0.207
C: 5.333 -0.082 -0.231  0.052
C: 4.297 0.743 -0.277  -0.226
C: -4.248 -0.065 0.102  -0.530
C: 0.309 -0.623 -0.204  -0.907
C: -0.007 -0.209 1.306  -0.384
H: 1.577 -2.052 -0.959  0.147
H: -2.054 1.222 1.324  -0.017
H: 2.929 0.002 1.087  0.031
H: -5.194 1.825 -0.605  0.125
H: -2.417 -0.722 -1.533  -0.078
H: -5.253 -0.493 -0.161  0.099
H: 1.136 -2.363 0.794  0.197
H: 5.243 -0.933 0.312  0.032
H: 4.294 1.515 -1.006  0.084
H: -3.467 1.713 -0.541  -0.021
H: 0.837 0.218 2.048  0.128
H: 6.152 0.216 -0.759  0.040
H: 0.136 -2.685 -0.409  0.119
H: -0.360 -1.184 1.845  0.103
H: -4.367 0.154 1.101  0.035
H: -4.024 1.130 -1.916  0.080
H: 2.825 1.606 0.858  0.061
H: -0.679 1.264 -0.666  -0.017